1.
Entry from the OMol25 dataset: a molecular structure, C48H56As2F12N8 in a non-equilibrium geometry (wB97M-V/def2-TZVPD).

CARTESIAN COORDINATES (ANGSTROEM)
F -0.5033 1.3149 0.4999
N -7.5861 -0.5471 -6.8414
C 5.5963 -0.7637 3.0999
H -8.1791 -2.1064 -8.1525
C -6.0916 0.4116 -4.6849
F 4.1796 -2.5720 -1.8456
C -3.5470 -3.5671 -0.4303
C 4.7870 -0.4851 1.9630
H -2.7775 2.2064 0.2383
H -3.1721 -7.2487 1.1825
H 9.7287 3.6628 4.5958
C 9.0568 3.2221 5.3323
C -6.4204 -0.9712 -4.8487
C -0.8972 5.7464 3.7941
H 3.1475 -1.1605 0.7344
F 1.1044 2.2911 -1.1687
H -3.2470 -5.5928 -0.8615
H 0.6249 4.4392 6.0065
H 1.7769 4.9193 -0.3111
H -0.3939 -10.9704 0.7695
N -3.7848 1.9999 -1.5997
H -2.0298 6.8682 -2.5843
C 2.7592 -3.5927 1.5274
C -1.5387 -8.7233 1.1529
C -2.1041 -7.4088 1.1840
F -0.4557 0.1468 -1.7026
C 1.0453 5.6129 -2.1551
C -3.9515 0.6854 -3.5499
As 0.8256 0.6760 -0.5026
C 5.3692 -2.0315 3.6738
H 9.7587 2.7810 6.0400
H -2.2075 6.2250 -0.0279
H -3.4846 -0.7779 -0.8662
H -4.3092 -3.4610 -1.1880
C 3.8098 -1.4016 1.5526
H -4.9720 -1.4132 -0.1769
H 4.2991 -3.9407 3.6367
F 5.9146 -2.2766 -0.0335
F 1.9966 1.1188 0.8032
C -3.0069 2.8610 -0.6024
C 0.0183 6.6209 -4.1673
H 0.6834 5.8735 -4.6001
C -3.9297 -1.1822 0.0429
H -0.7514 -3.8711 2.0932
H 3.2525 -4.5646 1.5103
H 1.6196 -7.9770 0.4065
C -0.1937 5.3242 1.4727
H -3.5325 0.1093 -4.3616
H -2.1964 -9.5684 1.2925
C -6.6012 1.2415 -5.6506
H 0.7463 -10.3308 2.0195
C -1.9810 -4.9914 0.7277
C 7.6240 -0.1219 4.2838
N -0.2402 4.5977 4.1164
C -7.3717 0.7577 -6.7318
H -6.9767 1.6175 -2.4449
H -3.6499 -0.4593 0.8092
C -3.1814 1.3059 -2.5628
C -8.2885 -1.0272 -8.0454
H -9.2969 -0.6167 -7.9938
C 6.9661 2.6030 4.2630
As 5.6748 -1.6692 -1.6851
C 0.3966 3.7616 3.2540
H -2.1074 1.3405 -2.4543
N -0.2447 -8.9028 0.8991
C -1.2199 6.3977 -2.0467
C -7.1800 -1.4357 -5.9141
H 0.6932 3.3892 1.1272
H -6.5140 2.3097 -5.5168
C -1.3040 -6.3076 0.9205
C -0.8656 6.0701 2.4184
C -5.1237 2.1003 -1.5220
H -2.1284 3.2262 -1.1344
H 1.9188 5.3928 -2.7508
H -6.1058 -1.6930 -4.1095
H 4.8235 0.5073 1.5385
H -0.9792 6.4144 -4.5552
H -7.7342 1.3606 -7.5512
N -3.1948 -2.4691 0.3064
C 0.3721 -10.2302 1.0007
F 0.6568 -1.0084 0.0513
H 1.2392 -10.3755 0.3563
C 6.1752 1.6884 3.5992
H 1.0163 2.9256 3.5429
H 0.3369 7.6547 -4.3012
H 2.4482 -3.2700 0.5339
H -1.7227 -1.6626 1.6294
H 1.9086 -3.6145 2.2087
H -0.5045 3.0884 5.5468
C -1.6184 -3.8155 1.4517
F 5.5834 -1.0558 -3.3358
H 5.8909 -2.2483 4.5943
C 6.5374 0.3286 3.5701
F 2.1310 0.1006 -1.5190
H 8.4630 3.9743 5.8516
N -0.0478 6.1667 -2.7631
C -0.3196 4.1626 5.5381
H -1.2195 4.5113 6.0448
C 0.5643 -7.8569 0.6021
C 8.4826 0.8953 4.8421
C 4.4876 -2.9976 3.1454
C -0.1687 5.7173 0.0387
C -1.3187 6.0859 -0.6254
C -2.9750 -4.7769 -0.2082
N 3.7151 -2.6553 2.0580
F 6.6075 -3.1409 -2.2237
C 0.9461 5.4336 -0.7713
C 0.0243 -6.5572 0.6826
C -5.9055 1.4834 -2.4751
F 4.7112 -0.2826 -1.1333
H -5.5904 2.7199 -0.7706
H 6.7621 3.6605 4.1823
H -7.3701 -2.4922 -6.0328
H 5.2542 2.0185 3.1419
C 0.3544 4.0788 1.8862
H -3.6487 3.6583 -0.2275
H -1.4778 6.2537 4.5504
C -2.1679 -2.5305 1.1658
H 0.7182 -5.7856 0.3834
C -5.3269 0.8547 -3.5371
H 7.9560 -1.1472 4.3538
F 7.1552 -0.6378 -1.5131
H 9.3664 0.7283 5.4399
H -1.5014 6.9033 2.1577
N 8.1309 2.2349 4.7647
H -7.7558 -0.4963 -8.8343

Computed properties:
maximum force: 4.5 eV/Å
LUMO energy (spin up / spin down): -11.676 / -11.676 eV
charge: +5
electronic energy: -216848.592 eV
multiplicity: 2
orbital gap (spin up / spin down): 2.284 / 6.345 eV
HOMO energy (spin up / spin down): -13.96 / -18.02 eV

2.
Entry from the OMol25 dataset: a gas-phase ion, C5H12NO (charge +1) in a non-equilibrium geometry (wB97M-V/def2-TZVPD).

CARTESIAN COORDINATES (ANGSTROEM)
N -0.2619 0.0325 -2.1987
C -1.3729 -0.7227 -0.2233
H 2.1582 -0.0410 -0.1625
H 1.9192 0.7731 3.2789
C 0.9721 -0.0890 1.5433
H -0.7848 0.7398 -1.7895
H -0.7158 -0.7580 -2.8103
H 0.5000 -1.5538 -1.0308
C 1.0654 0.8955 2.4668
H 0.5371 1.8734 2.3293
H 0.7339 1.1935 -0.1428
O -1.9293 0.6045 0.0723
H -2.0724 -1.1435 -0.9658
H 0.6255 -1.1206 1.7928
H -1.4811 -1.6269 0.5183
C 1.0852 0.1378 0.0625
C 0.1076 -0.6221 -0.9126
H -1.4477 0.8397 0.9708
H 0.3616 0.5878 -2.7986

Computed properties:
SMILES: C=CC[C@H]([NH3+])CO
maximum force: 4.3 eV/Å
LUMO energy: -3.646 eV
charge: +1
electronic energy: -8906.266 eV
multiplicity: 1
orbital gap: 8.700 eV
HOMO energy: -12.35 eV